The following is a DFT calculation (ωB97M-V/def2-TZVPD) of a 6-piece molecular cluster, C45H48BBrCl4F40NO12PS overall at a distorted geometry.

net charge = 0
SMILES = C#CC[C@](C#C)(CCCCl)O[C@@](Br)(P(O)Cl)[C@@](CB(O)O)(ON=O)O[C@](C)(CCCS)/C(Cl)=C(/C)Cl.FC(F)C(F)(F)COC(F)(F)C(F)F.FC(F)C(F)(F)COC(F)(F)C(F)F.FC(F)C(F)(F)COC(F)(F)C(F)F.FC(F)C(F)(F)COC(F)(F)C(F)F.FC(F)C(F)(F)COC(F)(F)C(F)F
LUMO level = -0.0037 hartree
gap between HOMO and LUMO = 8.41 eV

Last column: Mulliken charge in e.
Cartesian coordinates (Å):
C  -5.69  3.47  7.04  -0.740
C  -5.71  4.28  5.90  -0.118
C  -5.86  5.34  4.66  -0.038
C  -5.62  4.71  3.16  1.180
C  -5.84  5.90  2.00  -0.328
C  -5.74  7.00  1.11  -1.046
C  -7.00  3.77  2.93  -1.053
C  -8.28  4.63  2.40  -0.435
C  -9.64  3.73  2.74  -0.470
Cl  -10.97  4.36  1.55  -0.230
O  -4.54  3.82  2.95  0.288
C  -3.19  4.20  3.12  -0.083
Br  -2.66  6.08  3.45  0.023
P  -2.50  3.19  4.65  0.155
O  -2.50  4.27  6.04  -0.462
Cl  -3.76  1.48  5.00  -0.276
C  -2.19  3.69  1.86  0.217
C  -2.75  4.35  0.49  0.098
B  -1.46  4.99  -0.37  0.573
O  -0.28  4.23  -0.81  -0.437
O  -1.49  6.45  -0.77  -0.526
O  -0.92  4.45  2.15  -0.209
N  0.05  3.59  2.49  0.384
O  1.15  4.08  2.28  -0.530
O  -1.80  2.32  1.91  0.532
C  -2.44  1.36  1.03  0.950
C  -4.05  1.28  1.09  -0.639
C  -2.00  -0.11  1.73  -1.418
C  -0.88  0.06  2.92  0.328
C  -0.35  -1.48  3.26  -0.316
S  1.40  -1.49  3.98  -0.232
C  -1.64  1.30  -0.37  -0.330
Cl  0.23  1.06  -0.19  0.077
C  -2.08  1.39  -1.77  -0.007
C  -1.02  1.26  -3.05  -0.476
Cl  -3.85  1.66  -2.16  -0.189
H  -5.50  2.95  8.09  0.322
H  -6.98  5.74  4.67  0.347
H  -5.20  6.27  4.92  0.396
H  -5.60  7.97  0.43  0.352
H  -7.32  3.20  3.90  0.335
H  -6.70  2.93  2.13  0.273
H  -8.29  4.79  1.23  0.389
H  -8.44  5.66  2.99  0.203
H  -10.03  3.92  3.85  0.327
H  -9.45  2.59  2.54  0.312
H  -1.72  4.07  6.64  0.310
H  -3.35  3.67  -0.23  0.043
H  -3.44  5.29  0.73  -0.541
H  0.50  4.86  -0.66  0.222
H  -2.24  6.47  -1.45  0.300
H  -4.66  2.18  0.67  0.130
H  -4.37  1.18  2.23  0.102
H  -4.40  0.28  0.55  0.461
H  -1.54  -0.85  0.92  0.221
H  -2.92  -0.67  2.20  0.310
H  -1.33  0.45  3.94  -0.056
H  0.08  0.66  2.62  0.108
H  -0.26  -2.06  2.22  0.077
H  -1.10  -2.08  3.93  0.313
H  1.90  -0.19  3.77  0.105
H  -0.22  2.12  -2.94  0.187
H  -0.48  0.22  -3.00  0.295
H  -1.59  1.30  -4.08  -0.106
F  -0.95  2.07  -8.19  -0.224
C  -1.20  2.80  -7.08  0.091
F  -0.37  2.33  -6.12  -0.221
C  -2.65  2.71  -6.63  0.948
F  -2.97  1.45  -6.23  -0.288
F  -2.80  3.49  -5.51  -0.330
C  -3.69  3.18  -7.65  -0.747
O  -4.31  2.17  -8.45  -0.408
C  -3.56  1.75  -9.59  0.732
F  -2.55  2.63  -9.81  -0.266
F  -4.40  1.88  -10.66  -0.296
C  -3.08  0.30  -9.50  0.203
F  -2.33  0.09  -8.38  -0.195
F  -2.30  -0.03  -10.56  -0.258
H  -0.92  3.84  -7.29  0.281
H  -4.52  3.61  -7.08  0.416
H  -3.33  4.02  -8.27  0.338
H  -3.92  -0.39  -9.46  0.241
F  -1.21  -5.99  5.08  -0.241
C  -0.12  -5.33  4.61  -0.044
F  -0.13  -4.11  5.21  -0.237
C  -0.13  -5.18  3.09  1.267
F  -1.16  -4.39  2.68  -0.261
F  1.01  -4.51  2.73  -0.320
C  -0.15  -6.50  2.31  -0.942
O  -1.44  -6.95  1.86  -0.349
C  -2.21  -7.66  2.83  0.693
F  -1.41  -7.98  3.87  -0.280
F  -2.55  -8.84  2.24  -0.301
C  -3.48  -6.91  3.25  0.225
F  -3.20  -5.67  3.74  -0.190
F  -4.13  -7.57  4.23  -0.281
H  0.78  -5.85  4.95  0.288
H  0.41  -6.32  1.38  0.552
H  0.41  -7.29  2.81  0.280
H  -4.16  -6.79  2.40  0.231
F  -1.04  -7.49  -1.19  -0.237
C  0.26  -7.88  -1.15  0.109
F  0.70  -7.61  0.11  -0.329
C  1.12  -7.16  -2.18  0.865
F  1.20  -5.83  -1.92  -0.242
F  2.40  -7.63  -2.06  -0.349
C  0.70  -7.36  -3.64  -0.743
O  -0.12  -6.34  -4.21  -0.408
C  -1.51  -6.44  -3.93  0.717
F  -1.77  -7.66  -3.40  -0.259
F  -2.14  -6.41  -5.14  -0.298
C  -2.03  -5.29  -3.05  0.213
F  -1.35  -5.20  -1.88  -0.164
F  -3.34  -5.47  -2.73  -0.262
H  0.30  -8.97  -1.29  0.325
H  1.62  -7.34  -4.24  0.425
H  0.28  -8.36  -3.82  0.354
H  -1.93  -4.33  -3.57  0.223
F  5.36  -0.09  -0.89  -0.205
C  4.15  -0.13  -1.51  0.157
F  4.03  -1.38  -2.03  -0.280
C  4.02  0.92  -2.61  0.854
F  4.90  0.69  -3.63  -0.293
F  2.77  0.81  -3.16  -0.252
C  4.18  2.38  -2.14  -0.698
O  5.47  2.96  -2.30  -0.432
C  6.41  2.67  -1.27  0.770
F  5.75  2.11  -0.22  -0.263
F  6.87  3.87  -0.82  -0.300
C  7.59  1.81  -1.75  0.172
F  7.17  0.65  -2.31  -0.204
F  8.41  1.47  -0.72  -0.189
H  3.37  -0.01  -0.76  0.150
H  3.53  2.98  -2.78  0.424
H  3.78  2.53  -1.13  0.390
H  8.18  2.35  -2.50  0.192
F  12.31  0.67  2.39  -0.226
C  11.04  1.13  2.38  0.176
F  10.99  2.10  3.34  -0.283
C  10.02  0.04  2.66  0.857
F  10.14  -0.46  3.92  -0.288
F  8.77  0.61  2.62  -0.304
C  10.01  -1.12  1.66  -0.672
O  10.75  -2.29  2.04  -0.421
C  12.15  -2.24  1.78  0.748
F  12.41  -1.19  0.97  -0.266
F  12.43  -3.35  1.05  -0.297
C  12.99  -2.23  3.06  0.216
F  12.66  -1.20  3.88  -0.207
F  14.31  -2.10  2.78  -0.255
H  10.86  1.62  1.42  0.216
H  8.97  -1.47  1.59  0.397
H  10.26  -0.80  0.64  0.383
H  12.86  -3.16  3.62  0.232

---

The following is a DFT calculation (ωB97M-V/def2-TZVPD) of C45H48CoN4O5S2 as an isolated structure.

net charge = +1
LUMO level (alpha / beta) = -0.1237 / -0.1192 hartree
gap between HOMO and LUMO (alpha / beta) = 7.47 / 7.60 eV

Last column: Mulliken charge in e.
Cartesian coordinates (Å):
Co  0.01  0.65  0.31  0.167
C  0.09  0.14  3.73  -0.622
C  0.37  1.49  3.16  0.295
N  0.53  1.72  1.89  1.211
C  0.82  3.03  1.60  -1.019
C  0.88  3.83  2.69  -0.050
S  0.56  2.90  4.10  -0.210
C  1.08  3.29  0.19  -0.799
C  1.35  4.43  -0.49  -0.236
S  1.55  4.07  -2.15  -0.245
C  1.30  2.40  -1.85  0.172
N  1.07  2.15  -0.59  1.867
C  1.35  1.37  -2.93  -0.442
H  -0.30  -0.52  2.95  -0.208
H  -0.63  0.19  4.55  0.398
H  1.01  -0.30  4.11  0.372
H  1.09  4.89  2.75  0.537
H  1.40  5.43  -0.11  0.498
H  2.34  1.33  -3.37  0.425
H  0.63  1.61  -3.72  0.468
H  1.11  0.40  -2.51  -0.524
C  -6.11  -0.83  -1.78  -1.736
C  -5.46  -0.35  -0.50  1.099
C  -6.43  -0.13  0.64  -1.630
O  -4.76  0.87  -0.73  -0.370
C  -3.36  0.66  -0.62  -0.649
C  -3.27  -0.61  0.21  -0.701
O  -4.46  -1.30  -0.13  -0.261
C  -2.08  -1.54  -0.06  1.346
O  -0.86  -0.86  0.19  -0.229
C  -2.09  -2.01  -1.51  0.409
C  -2.80  -3.15  -1.87  -0.490
C  -2.86  -3.56  -3.19  -0.910
C  -2.20  -2.84  -4.18  -0.961
C  -1.50  -1.70  -3.84  -0.772
C  -1.45  -1.29  -2.51  0.117
C  -2.07  -2.72  0.91  -0.270
C  -0.99  -3.60  0.86  -0.245
C  -0.90  -4.66  1.74  -0.857
C  -1.90  -4.87  2.69  -0.725
C  -2.98  -4.01  2.74  -1.102
C  -3.07  -2.94  1.85  -0.215
C  -2.72  1.93  -0.02  1.330
O  -1.31  1.81  -0.04  1.365
C  -3.26  2.20  1.38  0.375
C  -4.42  2.94  1.57  -0.253
C  -4.93  3.15  2.84  -1.029
C  -4.29  2.63  3.95  -1.021
C  -3.13  1.88  3.78  -0.490
C  -2.63  1.67  2.50  0.539
C  -2.91  3.14  -0.94  -0.747
C  -2.39  4.36  -0.50  -0.064
C  -2.42  5.48  -1.32  -0.880
C  -2.98  5.40  -2.59  -0.691
C  -3.51  4.19  -3.02  -1.068
C  -3.48  3.07  -2.20  -0.646
H  -6.88  -0.13  -2.09  0.405
H  -6.56  -1.81  -1.62  0.352
H  -5.35  -0.91  -2.56  0.377
H  -7.15  0.65  0.38  0.381
H  -5.89  0.18  1.53  0.308
H  -6.97  -1.06  0.85  0.389
H  -2.93  0.50  -1.61  1.237
H  -3.27  -0.37  1.28  1.078
H  -3.32  -3.71  -1.11  0.554
H  -3.42  -4.45  -3.45  0.487
H  -2.25  -3.17  -5.21  0.421
H  -0.99  -1.12  -4.60  0.502
H  -0.91  -0.38  -2.25  -0.432
H  -0.21  -3.44  0.13  0.292
H  -0.05  -5.33  1.69  0.457
H  -1.83  -5.70  3.38  0.409
H  -3.77  -4.16  3.46  0.468
H  -3.94  -2.30  1.89  0.495
H  -4.94  3.34  0.71  0.540
H  -5.84  3.73  2.96  0.489
H  -4.68  2.80  4.94  0.435
H  -2.63  1.46  4.64  0.359
H  -1.74  1.06  2.37  -0.890
H  -1.95  4.42  0.49  0.430
H  -2.02  6.42  -0.96  0.452
H  -3.01  6.27  -3.23  0.443
H  -3.96  4.12  -4.01  0.467
H  -3.92  2.15  -2.56  0.470
C  3.79  1.15  1.36  -1.063
N  3.84  0.31  0.18  0.306
C  5.06  0.34  -0.61  -0.558
C  5.37  -1.06  -1.12  -0.810
C  4.18  -1.53  -1.94  -0.608
N  2.93  -1.29  -1.23  0.434
C  1.80  -2.11  -1.66  -0.948
C  2.79  -0.47  -0.17  0.114
O  1.70  -0.44  0.46  -0.535
H  4.68  0.98  1.97  0.546
H  2.91  0.90  1.94  0.134
H  3.75  2.21  1.09  0.246
H  5.86  0.71  0.02  0.412
H  4.95  1.04  -1.45  0.231
H  5.53  -1.72  -0.27  0.306
H  6.27  -1.06  -1.73  0.401
H  4.25  -2.60  -2.14  0.390
H  4.15  -1.02  -2.91  0.303
H  1.95  -3.15  -1.37  0.613
H  1.72  -2.07  -2.75  0.416
H  0.88  -1.74  -1.22  -0.327